A molecular structure, C4H8N2O2. Source: OMol25; level of theory: wB97M-V/def2-TZVPD.

E_LUMO, eV: -0.14
Energy, eV: -11346.73849
HOMO energy, eV: -8.6690
Kohn-Sham gap, eV: 8.531
Relative energy (zero: lowest compared OMol25 entry of this formula, charge and spin), kcal per mole: 170.05
Net charge: 0

Structure (XYZ):
```
16
Properties=species:S:1:pos:R:3:forces:R:3:lowdin_charge:R:1
O 0.6571 1.7540 -2.0947 -0.4057 -0.2584 2.7978 0.11
O 0.8882 -0.5806 -1.0165 -1.8686 0.2998 0.8305 -0.26
N -0.8510 0.9337 -0.1429 -0.0347 1.0876 -0.1991 -0.07
N 0.7265 1.5350 -0.9687 -0.2389 0.3108 -2.1792 0.14
C 1.7940 -0.9122 0.0102 -0.0107 -0.3219 0.1332 -0.17
C -0.7798 -0.3173 -0.4843 2.4199 -1.6460 -0.9765 -0.31
C -0.8910 1.3464 1.2554 0.2505 0.1930 -0.1415 -0.10
C -1.4816 -1.4145 -0.7006 -0.0417 0.3002 0.0332 0.06
H -1.4779 2.2624 1.3493 0.0054 -0.1201 -0.0248 0.07
H 1.3985 -0.7779 1.0244 -0.1459 0.0357 -0.1212 0.08
H -1.0066 -2.3101 -1.0719 0.0140 0.0458 0.1810 0.06
H 0.1162 1.5609 1.6284 0.0638 -0.0308 0.0136 0.07
H 2.0903 -1.9624 -0.0942 0.0068 0.0482 0.0861 0.08
H -1.3322 0.5769 1.8966 0.0426 -0.0075 -0.2097 0.09
H -2.5509 -1.3979 -0.5322 0.0221 0.0263 -0.0751 0.06
H 2.6999 -0.2967 -0.0583 -0.0789 0.0375 -0.1483 0.08
```
Forces are in eV/Å.